The molecule C22H22N4O3. Source: the OMol25 dataset; level of theory: ωB97M-V with the def2-TZVPD basis set.

Calculated values
SMILES string   N[C@@H](Cc1c[nH]c2ccccc12)C(=O)N[C@@H](Cc1c[nH]c2ccccc12)C(=O)O
E   -35275.904 eV
Highest occupied orbital energy   -7.64 eV

XYZ file:
```
51
C22H22N4O3 (ωB97M-V with the def2-TZVPD basis set)
N 0.46973 -1.57854 -1.37755
C 0.30714 -1.42361 0.09461
C 1.45955 -2.00582 0.94362
C 2.83194 -1.87224 0.32600
C 3.56544 -2.89481 -0.25090
N 4.75157 -2.37984 -0.69409
C 4.81270 -1.03726 -0.41887
C 5.84405 -0.11948 -0.66064
C 5.63539 1.20982 -0.26588
C 4.45636 1.58973 0.37534
C 3.46078 0.64961 0.64549
C 3.63130 -0.68746 0.23638
C 0.00326 0.04258 0.45156
O 0.04304 0.48590 1.59264
N -0.39253 0.80194 -0.63166
C -1.04053 2.10658 -0.48699
C -2.36934 2.05157 0.27871
C -3.35029 1.09208 -0.32015
C -4.03940 1.25174 -1.50409
N -4.80364 0.13363 -1.69874
C -4.62078 -0.76127 -0.67721
C -5.21428 -2.01415 -0.47016
C -4.85738 -2.70326 0.69479
C -3.95869 -2.16038 1.61275
C -3.39259 -0.89508 1.39352
C -3.72712 -0.18478 0.21942
C -0.05604 3.12934 0.09994
O 1.15268 3.17493 -0.09958
O -0.64112 4.10001 0.83088
H 0.65954 -2.57102 -1.56939
H 1.34039 -1.10544 -1.63322
H -0.61093 -1.96057 0.37954
H 1.47696 -1.57554 1.95674
H 1.27103 -3.07581 1.06288
H 3.35316 -3.94735 -0.40619
H 5.48692 -2.90122 -1.14402
H 6.76130 -0.41964 -1.15501
H 6.40292 1.94249 -0.46740
H 4.31430 2.62724 0.66621
H 2.55155 0.94922 1.16301
H -0.58585 0.24425 -1.45818
H -1.25181 2.43186 -1.51683
H -2.19552 1.81552 1.33552
H -2.81786 3.05234 0.27754
H -4.07779 2.06681 -2.21315
H -5.42415 -0.02646 -2.48578
H -5.91590 -2.45052 -1.16712
H -5.32857 -3.66247 0.89722
H -3.72147 -2.71068 2.52365
H -2.71365 -0.46446 2.12436
H 0.12382 4.63363 1.14885
```

Mulliken population analysis, charges in e, atoms 1 to 8:
1 N -0.843
2 C 0.632
3 C -1.087
4 C 0.287
5 C -0.934
6 N 0.024
7 C -0.546
8 C -0.939



The molecule C6H10O. Source: the OMol25 dataset; level of theory: ωB97M-V with the def2-TZVPD basis set.

Calculated values
SMILES string   C=C[C@]1(O)C[C@H]1C
E   -8428.559 eV
Highest occupied orbital energy   -8.03 eV

XYZ file:
```
17
C6H10O (ωB97M-V with the def2-TZVPD basis set)
C 0.67354 1.59455 -1.77641
C -0.44490 1.05945 -1.30940
C -0.70700 0.34332 -0.05622
O -1.96278 -0.18444 0.19067
C 0.03989 0.60471 1.29231
C 0.63252 -0.55874 0.47856
C 0.46076 -1.95190 0.95024
H 0.50731 2.21955 -2.63819
H 1.56701 1.74878 -1.27094
H -1.31577 1.07895 -1.80666
H -2.41277 -0.33033 -0.59782
H -0.56021 0.39546 2.14384
H 0.64492 1.52997 1.33690
H 1.50664 -0.48816 -0.04282
H 1.32084 -2.46397 0.65353
H -0.18383 -2.59508 0.45105
H 0.23383 -2.00212 2.00136
```

Mulliken population analysis, charges in e, atoms 1 to 8:
1 C -1.046
2 C -0.450
3 C 1.169
4 O -0.526
5 C -0.959
6 C 0.072
7 C -1.599
8 H 0.257



The calculation returns the following HOMO-LUMO gap values, one per record and in order: 8.34, 8.95 eV.